Record 1
DFT (ωB97M-V/def2-TZVPD) results for a 5-piece molecular cluster, C56H39ClNO13 overall in a non-equilibrium geometry.

Properties
gap between HOMO and LUMO: 5.95 eV
multiplicity: 1
charge: -1
E_LUMO: 0.0 eV

Each line ends with the Mulliken charge.
Cartesian coordinates (Å):
C  3.090  -2.019  5.062  -1.6324
C  2.345  -1.676  3.799  1.3278
C  0.959  -1.560  3.840  -0.9556
C  0.223  -1.222  2.707  -0.3439
C  0.890  -1.002  1.506  0.5792
C  0.180  -0.584  0.232  -1.4644
C  0.381  0.907  0.036  0.9638
C  -0.201  1.777  0.957  -0.5265
C  -0.042  3.156  0.891  0.3759
C  -0.668  4.073  1.921  -0.9938
C  -1.656  3.379  2.845  -1.1480
C  -2.902  2.836  2.176  0.3952
O  -3.528  1.953  2.710  -0.5353
N  -3.331  3.397  0.986  -0.0147
C  -3.783  2.537  -0.075  -0.2773
C  -4.533  3.137  -1.085  -0.2750
C  -4.984  2.387  -2.161  -0.5607
C  -4.689  1.033  -2.261  -0.7006
C  -3.935  0.443  -1.255  -1.0449
C  -3.492  1.185  -0.168  0.6762
C  0.752  3.645  -0.152  0.4715
C  1.336  2.778  -1.083  1.0806
C  1.160  1.393  -1.009  0.3704
C  1.826  0.428  -1.985  -0.5955
O  1.091  -0.006  -2.892  -0.8206
O  2.996  0.108  -1.720  -0.6969
C  2.189  3.380  -2.137  -0.2218
O  2.173  2.997  -3.268  -0.5077
C  3.034  4.509  -1.659  0.4739
C  4.339  4.672  -2.096  -0.9750
C  5.059  5.734  -1.561  0.2411
Cl  6.715  5.961  -2.046  -0.2276
C  4.498  6.609  -0.637  -0.6598
C  3.185  6.445  -0.220  -0.7706
C  2.454  5.378  -0.734  0.5347
C  1.052  5.094  -0.310  -0.1601
O  0.248  5.978  -0.135  -0.6208
C  2.277  -1.127  1.458  -0.3518
C  3.010  -1.466  2.592  -1.2678
H  3.090  -1.136  5.707  0.3715
H  2.593  -2.805  5.614  0.3121
H  4.131  -2.264  4.876  0.3542
H  0.448  -1.718  4.781  0.4072
H  -0.852  -1.117  2.757  0.6193
H  -0.880  -0.815  0.305  0.4362
H  0.643  -1.096  -0.605  0.5110
H  -0.789  1.351  1.756  0.1427
H  0.108  4.564  2.506  0.6931
H  -1.166  4.878  1.388  0.3065
H  -2.010  4.109  3.576  0.4116
H  -1.215  2.574  3.420  0.3788
H  -2.691  4.101  0.644  0.3040
H  -4.759  4.188  -1.001  0.4484
H  -5.568  2.846  -2.944  0.3919
H  -5.045  0.455  -3.097  0.4524
H  -3.694  -0.608  -1.308  0.4484
H  -2.918  0.688  0.598  0.4263
H  4.755  3.989  -2.818  0.6236
H  5.091  7.412  -0.230  0.4190
H  2.705  7.090  0.499  0.5066
H  2.810  -0.939  0.533  0.5653
H  4.083  -1.568  2.543  0.3828
C  3.169  -2.495  -3.113  -0.3211
C  4.347  -2.292  -2.530  -0.0326
C  5.400  -3.332  -2.540  0.1969
O  6.479  -3.162  -2.008  -0.6019
C  5.093  -4.614  -3.229  -0.4380
C  3.917  -4.817  -3.813  -0.4536
C  2.860  -3.770  -3.802  0.1682
O  1.791  -3.968  -4.343  -0.5970
H  2.394  -1.732  -3.109  0.7185
H  4.579  -1.360  -2.028  0.5389
H  5.878  -5.360  -3.225  0.4078
H  3.672  -5.742  -4.321  0.4105
C  0.632  -6.447  5.778  -0.3641
C  -0.523  -7.105  5.799  -0.3953
C  -1.543  -6.906  4.737  0.3974
O  -2.596  -7.508  4.761  -0.5599
C  -1.225  -5.945  3.652  -0.4408
C  -0.068  -5.287  3.629  -0.2405
C  0.951  -5.489  4.689  0.2889
O  2.003  -4.888  4.665  -0.5232
H  1.390  -6.576  6.540  0.4266
H  -0.777  -7.810  6.580  0.3953
H  -1.983  -5.814  2.891  0.4311
H  0.186  -4.578  2.850  0.5585
C  1.944  -0.236  -8.274  -0.4596
C  2.992  -0.504  -7.499  -0.5172
C  3.091  0.076  -6.135  0.4049
O  4.027  -0.145  -5.399  -0.5474
C  1.986  0.931  -5.663  0.0290
C  0.934  1.195  -6.435  -0.2286
C  0.834  0.638  -7.802  0.2231
O  -0.119  0.869  -8.522  -0.5975
H  1.844  -0.638  -9.274  0.4020
H  3.809  -1.139  -7.819  0.4295
H  2.094  1.304  -4.657  0.3891
H  0.110  1.812  -6.101  0.4711
C  -5.930  -0.609  2.511  -0.1249
C  -6.651  0.432  2.104  -0.0722
C  -8.125  0.458  2.268  0.0533
O  -8.790  1.403  1.899  -0.5558
C  -8.764  -0.723  2.905  -0.3657
C  -8.043  -1.763  3.311  -0.4276
C  -6.566  -1.787  3.146  0.0504
O  -5.913  -2.738  3.521  -0.5398
H  -4.853  -0.641  2.399  0.5913
H  -6.198  1.300  1.640  0.5603
H  -9.841  -0.683  3.015  0.4064
H  -8.488  -2.634  3.777  0.4009

Record 2
DFT (ωB97M-V/def2-TZVPD) results for C56H40BrF4IrNO3P3 as an isolated structure.

Properties
expectation value of S²: 6.043
gap between HOMO and LUMO (spin up / spin down): 6.66 / 6.17 eV
multiplicity: 5
charge: +2
E_LUMO (spin up / spin down): -5.7 / -7.6 eV

Each line ends with the Löwdin spin population.
Cartesian coordinates (Å):
Ir  0.308  -0.386  0.519  1.1626
O  -0.997  -3.526  -0.737  0.0032
C  -1.082  -2.965  0.347  0.0048
O  -1.322  -1.687  0.470  0.0190
C  -0.914  -3.705  1.625  0.0003
C  -1.403  -4.998  1.747  0.0005
C  -1.254  -5.683  2.942  -0.0005
C  -0.569  -5.096  3.997  0.0014
C  -0.039  -3.823  3.861  0.0030
C  -0.237  -3.101  2.685  0.0042
P  0.665  -1.534  2.542  0.1464
C  2.363  -2.125  2.672  0.0327
C  3.066  -2.099  3.871  0.0073
C  4.329  -2.671  3.936  0.0020
C  4.889  -3.255  2.809  0.0036
C  4.183  -3.289  1.611  0.0012
C  2.917  -2.732  1.544  0.0164
C  0.252  -0.526  3.972  0.3991
C  1.039  0.615  4.139  0.0413
C  0.662  1.671  4.929  0.3132
C  -0.651  1.651  5.602  0.0515
C  -2.558  0.567  5.326  0.0774
C  -2.331  -0.522  4.338  0.6252
H  -1.903  -5.452  0.902  0.0000
H  -1.654  -6.682  3.046  0.0000
H  -0.426  -5.638  4.922  0.0001
H  0.556  -3.412  4.667  0.0014
H  2.636  -1.638  4.750  0.0020
H  4.876  -2.661  4.869  0.0002
H  5.874  -3.699  2.865  0.0002
H  4.612  -3.763  0.739  0.0001
H  2.356  -2.785  0.615  0.0065
H  1.974  0.691  3.602  -0.0028
H  1.316  2.529  5.017  0.0172
H  -0.681  2.332  6.450  0.0027
H  -3.495  0.664  5.867  0.0132
H  -3.850  -0.355  2.870  0.0064
F  -2.749  6.409  -1.776  0.0017
C  -2.582  5.223  -1.224  0.0047
C  -3.015  4.984  0.066  0.0004
F  -3.625  5.936  0.752  0.0000
C  -2.830  3.731  0.635  0.0098
F  -3.364  3.562  1.849  0.0036
C  -2.168  2.705  -0.030  0.0344
P  -1.992  1.006  0.615  0.2059
C  -3.474  0.230  -0.064  0.0250
C  -4.688  0.660  0.481  0.0079
C  -5.881  0.211  -0.059  0.0022
C  -5.867  -0.652  -1.147  -0.0004
C  -4.662  -1.062  -1.698  -0.0003
C  -3.461  -0.620  -1.163  0.0006
C  -2.181  0.920  2.403  0.0693
C  -1.782  1.894  3.236  0.0796
C  -1.958  1.880  4.720  0.0852
C  -1.181  0.259  5.977  0.0238
C  -0.926  -0.800  4.861  0.1240
C  -2.760  -0.390  2.933  0.0737
C  -1.798  2.957  -1.358  0.0071
Br  -1.116  1.604  -2.459  0.0280
C  -1.993  4.192  -1.942  -0.0005
F  -1.618  4.425  -3.192  0.0001
H  -4.708  1.344  1.322  0.0004
H  -6.820  0.535  0.369  0.0004
H  -6.799  -0.999  -1.571  0.0000
H  -4.654  -1.729  -2.549  0.0000
H  -2.523  -0.936  -1.590  0.0001
H  -1.336  2.797  2.831  0.0049
H  -2.477  2.793  5.014  0.0068
H  -1.052  -0.073  7.002  0.0011
H  -0.856  -1.810  5.275  0.0356
H  -2.440  -1.223  2.305  0.0037
O  -0.494  -1.464  -2.190  0.0132
N  0.598  -0.957  -1.507  0.0888
C  1.594  -0.794  -2.296  0.0405
C  2.900  -0.210  -2.044  0.0007
C  3.816  -0.463  -3.069  0.0065
C  5.116  0.013  -3.008  -0.0001
C  5.495  0.781  -1.924  0.0054
C  4.587  1.056  -0.908  0.0018
C  3.289  0.558  -0.932  0.0041
P  2.128  1.076  0.376  0.0214
C  3.286  1.436  1.740  0.0026
C  3.298  2.664  2.402  0.0001
C  4.206  2.902  3.425  0.0000
C  5.124  1.930  3.786  -0.0001
C  5.145  0.719  3.107  0.0004
C  4.235  0.473  2.092  0.0000
C  1.545  2.715  -0.131  0.0039
C  2.043  3.373  -1.252  0.0004
C  1.667  4.684  -1.510  0.0000
C  0.830  5.356  -0.630  0.0005
C  0.337  4.706  0.494  0.0003
C  0.673  3.383  0.727  0.0022
H  -0.818  -2.259  -1.660  0.0007
H  1.425  -1.163  -3.304  0.0028
H  3.500  -1.043  -3.926  0.0003
H  5.811  -0.201  -3.806  -0.0001
H  6.497  1.185  -1.863  0.0002
H  4.910  1.687  -0.093  0.0000
H  2.617  3.453  2.128  0.0001
H  4.205  3.861  3.924  0.0000
H  5.837  2.123  4.576  0.0000
H  5.877  -0.035  3.358  0.0001
H  4.292  -0.462  1.553  -0.0001
H  2.722  2.872  -1.930  0.0000
H  2.044  5.186  -2.390  0.0000
H  0.561  6.387  -0.821  0.0001
H  -0.313  5.231  1.184  0.0000
H  0.294  2.876  1.609  0.0016